(1)
Density functional theory data (wB97M-V/def2-TZVPD) for a structure of composition C29H32BClMnO2P in a non-equilibrium geometry.

Summary:
molar mass = 544.750 g mol⁻¹
LUMO level (alpha / beta) = -6.583 / -4.495 eV
<S²> = 4.208
net charge = +1
orbital gap (alpha / beta) = 4.17 / 6.42 eV
multiplicity = 4

```
67
Properties=species:S:1:pos:R:3:forces:R:3:lowdin_charge:R:1
C -0.10394 -2.04712 2.93721 -0.20 -0.02 0.21 -0.11
C -1.20569 -1.18263 2.68877 -0.06 -0.81 -0.12 -0.09
C -2.03331 -1.80304 1.68950 -0.27 -0.73 0.54 -0.11
H -1.37352 -0.21649 3.13112 0.04 0.14 0.06 0.13
C -1.46713 -3.06481 1.37638 -0.84 1.00 -0.26 -0.08
C -0.24937 -3.19807 2.09040 0.13 0.42 0.75 -0.10
H 0.44186 -4.01968 2.01693 0.03 -0.01 0.08 0.12
H 0.72231 -1.85555 3.59879 0.00 -0.11 0.13 0.13
H -2.92920 -1.38602 1.26317 -0.08 0.03 -0.05 0.13
H -1.81173 -3.72841 0.60268 -0.08 -0.09 -0.02 0.13
Mn -0.07328 -1.41290 0.89352 1.39 0.17 -3.02 0.55
Cl 0.00124 -1.88301 -1.33567 0.14 0.15 1.56 0.12
P -1.69299 1.60002 -0.82902 -0.16 0.68 0.00 1.10
C -3.44484 1.54576 -1.38796 0.10 -0.33 0.13 -0.39
C -4.38897 2.52658 -1.09250 0.12 0.00 0.07 -0.08
H -4.10546 3.38328 -0.49766 -0.02 0.06 0.04 0.10
C -5.69137 2.41197 -1.55853 -0.01 0.01 -0.04 -0.07
H -6.41498 3.18027 -1.31930 0.01 0.01 0.00 0.11
C -6.06505 1.32249 -2.33203 0.06 0.00 0.02 -0.07
H -7.08052 1.23611 -2.69578 0.01 0.00 0.00 0.11
C -5.13055 0.34004 -2.63231 -0.03 -0.04 0.00 -0.08
H -5.41537 -0.51607 -3.22956 0.00 0.00 -0.01 0.11
C -3.83388 0.44585 -2.15478 0.04 0.00 0.05 -0.11
H -3.11230 -0.33046 -2.37899 0.04 -0.05 -0.05 0.10
C -1.72829 3.00504 0.35834 0.07 -0.24 0.08 -0.39
C -2.11005 2.71957 1.67043 0.11 0.19 -0.09 -0.13
H -2.35425 1.70066 1.94561 -0.08 -0.08 0.02 0.08
C -2.18143 3.72582 2.62062 -0.01 -0.06 0.07 -0.08
H -2.48376 3.48992 3.63246 -0.02 0.02 0.02 0.11
C -1.85086 5.03063 2.27872 0.01 -0.02 -0.06 -0.07
H -1.89613 5.81557 3.02227 0.00 -0.01 -0.01 0.11
C -1.45664 5.32133 0.98066 -0.04 0.01 0.05 -0.06
H -1.19622 6.33569 0.70774 0.00 -0.01 0.00 0.11
C -1.39973 4.31693 0.02431 -0.02 -0.12 -0.04 -0.08
H -1.09970 4.55431 -0.98652 0.03 0.03 -0.05 0.10
C -0.86644 2.36736 -2.28258 0.23 -0.37 0.12 -0.39
C -1.54770 2.94056 -3.35409 -0.08 -0.09 0.10 -0.08
H -2.62836 2.94791 -3.36051 -0.07 0.00 -0.05 0.10
C -0.84729 3.50340 -4.41218 0.01 0.04 0.03 -0.07
H -1.38925 3.94326 -5.23917 -0.01 0.00 0.01 0.11
C 0.54006 3.50910 -4.40929 -0.03 -0.04 0.07 -0.07
H 1.08390 3.94981 -5.23446 0.00 -0.01 0.01 0.11
C 1.22770 2.94063 -3.34485 0.04 0.00 0.00 -0.07
H 2.30975 2.93542 -3.33838 0.00 0.00 0.00 0.11
C 0.52946 2.36496 -2.29522 -0.08 0.00 0.00 -0.11
H 1.06991 1.90938 -1.47424 0.06 -0.03 0.01 0.10
C 5.34548 -1.83221 0.84400 0.27 0.01 0.21 -0.02
C 4.09698 -2.68961 0.53994 2.42 -0.86 -0.28 -0.49
C 4.41992 -3.56582 -0.69394 -0.37 -0.13 -0.18 -0.01
O 3.06611 -1.77999 0.20586 -3.90 -0.81 2.72 0.05
B 2.07603 -2.02266 1.24501 2.53 0.19 -0.22 -0.30
O 2.59449 -2.77209 2.39209 -2.46 2.43 -2.53 0.03
C 3.59486 -3.54247 1.79271 2.00 -1.82 -0.14 -0.50
C 2.97945 -4.92495 1.42268 0.01 -0.02 -0.15 -0.02
C 4.69744 -3.82297 2.83951 0.15 0.27 0.23 -0.01
H 5.15448 -1.14208 1.69095 0.16 -0.39 -0.41 0.10
H 5.61492 -1.21952 -0.04244 -0.33 -0.40 0.49 0.10
H 6.22162 -2.47644 1.07933 -0.59 0.47 -0.09 0.10
H 4.74703 -2.93646 -1.54749 -0.11 -0.27 0.64 0.10
H 5.22433 -4.29512 -0.45903 -0.48 0.46 -0.13 0.10
H 3.52048 -4.11862 -1.03776 0.55 0.27 0.24 0.09
H 3.74738 -5.60371 0.99542 -0.54 0.45 0.22 0.10
H 2.57064 -5.41682 2.33260 0.30 0.43 -0.46 0.10
H 2.15097 -4.82584 0.69236 0.42 -0.04 0.20 0.09
H 5.11615 -2.88151 3.25073 -0.19 -0.55 -0.35 0.09
H 4.27668 -4.37932 3.70512 0.15 0.24 -0.66 0.10
H 5.51797 -4.42719 2.39824 -0.49 0.38 0.27 0.10
```
Forces are in eV/Å.

(2)
Density functional theory data (wB97M-V/def2-TZVPD) for a structure of composition C29H32BrN5O3S7W.

Summary:
molar mass = 986.820 g mol⁻¹
LUMO level (alpha / beta) = -5.994 / -6.201 eV
<S²> = 2.014
energy relative to the best compared isomer or geometry (same formula, charge and spin) = 11.71 kcal per mole
net charge = +2
orbital gap (alpha / beta) = 7.02 / 6.89 eV
multiplicity = 3

```
78
Properties=species:S:1:pos:R:3:forces:R:3:lowdin_charge:R:1
W 0.18681 -0.29375 0.16103 0.53 0.14 0.10 1.35
C 1.48636 -3.49679 -0.18438 -0.01 -0.01 0.00 -0.45
C 2.81211 -2.81294 0.07283 0.02 0.00 0.01 -0.44
S 2.75637 -0.99599 -0.06991 -0.01 -0.03 0.01 0.92
C 4.18040 -0.67936 1.01606 0.00 0.01 0.00 -0.47
C 4.56707 0.78111 1.11905 -0.01 0.00 0.01 -0.51
S 3.33376 1.83519 1.90952 0.01 0.00 0.00 0.89
C 3.16091 1.02136 3.51743 0.00 -0.01 0.00 -0.49
C 1.70500 0.80307 3.88154 0.02 0.02 -0.01 -0.48
S 0.63226 -0.22084 2.83565 -0.02 -0.08 -0.02 0.89
C 1.28827 -1.89550 3.07553 0.02 0.00 0.00 -0.46
C 0.36336 -2.92878 2.44113 0.00 0.01 0.00 -0.43
S 0.04782 -2.79708 0.65234 -0.04 -0.02 0.01 0.92
H 1.55400 -4.55133 0.08461 0.00 0.00 0.00 0.11
H 1.20762 -3.44114 -1.23655 0.00 0.00 0.00 0.08
H 3.55026 -3.17322 -0.64414 0.00 0.00 0.00 0.11
H 3.17870 -3.04821 1.07171 0.00 0.00 0.00 0.08
H 4.99244 -1.24106 0.54870 0.00 0.00 0.00 0.10
H 4.00168 -1.12140 1.99454 -0.01 0.00 0.00 0.06
H 4.72535 1.21093 0.12883 0.00 0.01 0.00 0.08
H 5.51557 0.85011 1.65327 0.00 0.00 0.00 0.10
H 3.60059 1.65842 4.28580 0.00 0.00 0.00 0.09
H 3.72157 0.08858 3.53112 0.00 0.00 0.00 0.07
H 1.16856 1.75258 3.90253 0.04 -0.04 0.00 0.04
H 1.61567 0.36731 4.87911 0.00 0.00 0.00 0.10
H 1.31348 -2.07904 4.15135 0.00 0.00 0.00 0.11
H 2.30315 -1.97305 2.69433 0.00 -0.01 0.00 0.04
H -0.63538 -2.85719 2.87369 0.00 0.00 0.00 0.09
H 0.73149 -3.93837 2.62722 0.00 0.00 0.00 0.10
N 3.02510 4.89124 -2.72158 0.00 0.06 0.04 0.21
C 2.46953 3.70900 -2.47639 0.05 -0.05 -0.27 -0.45
N 2.20186 2.86836 -3.46801 0.20 0.41 0.11 0.23
N 2.22018 3.43044 -1.18579 -0.10 -0.02 0.21 0.17
C 1.53308 2.43019 -0.81899 0.09 0.05 -0.28 -0.30
N 0.91413 1.53127 -0.40370 -0.09 -0.06 0.26 0.00
H 3.29574 5.17910 -3.64581 0.00 -0.01 0.01 0.13
H 3.18608 5.51645 -1.95004 0.00 0.00 -0.01 0.13
H 2.42118 3.11125 -4.41993 0.01 0.04 0.01 0.13
H 1.88650 1.91782 -3.28315 -0.08 0.02 -0.02 0.05
O -1.47097 -0.58925 1.11490 -0.04 -0.04 -0.12 -0.52
C -2.46625 0.45341 1.13323 0.01 -0.04 -0.10 -0.54
C -2.41464 1.17817 2.45110 0.10 -0.07 0.02 -0.48
C -3.07618 0.79984 3.58126 -0.09 0.06 -0.04 -0.09
C -2.70676 1.55594 4.72556 0.00 0.01 0.00 -0.14
C -1.75411 2.48432 4.44784 0.08 -0.07 0.02 -0.37
S -1.28278 2.43621 2.80431 -0.23 0.20 -0.18 0.99
C -2.10971 1.26307 -0.11002 -0.05 0.01 -0.01 -0.51
C -1.86575 0.62701 -1.31777 -0.08 -0.02 -0.03 -0.19
C -1.67141 1.55142 -2.38807 -0.01 -0.01 0.02 -0.14
C -1.77796 2.83646 -1.97282 0.00 0.02 0.01 -0.35
S -2.11307 2.95650 -0.29366 0.02 -0.02 0.10 1.10
C -3.80339 -0.21186 0.91659 -0.01 0.08 -0.10 -0.48
C -5.04270 0.34533 0.99273 -0.01 -0.02 0.06 -0.10
C -6.07083 -0.56710 0.62624 -0.01 -0.04 0.12 -0.15
C -5.58266 -1.78930 0.28703 0.01 0.07 -0.21 -0.38
S -3.87266 -1.83244 0.34497 -0.02 -0.09 0.26 1.07
H -3.81753 0.01392 3.58954 0.00 0.01 0.00 0.13
H -3.14971 1.43038 5.70229 0.00 0.01 0.00 0.12
H -1.32750 3.22058 5.11061 0.01 -0.01 0.00 0.08
H -2.08729 -0.42345 -1.47022 0.03 0.02 0.02 0.10
H -1.50689 1.26559 -3.41632 0.00 0.01 0.00 0.12
H -1.69528 3.73468 -2.56514 0.00 0.00 0.00 0.09
H -5.22137 1.36223 1.31447 0.00 0.00 0.00 0.13
H -7.12391 -0.32999 0.64578 0.00 0.00 0.01 0.11
H -6.13550 -2.67148 0.00716 0.00 0.01 -0.04 0.08
Br -3.22829 -4.20971 -3.86003 0.01 0.01 -0.01 0.80
C -2.00211 -2.87946 -4.37361 -0.01 0.00 0.02 -0.66
C -1.90374 -2.49067 -5.70720 0.00 0.00 -0.01 -0.14
N -1.05809 -1.55415 -6.12152 0.01 0.01 0.00 0.10
C -0.28053 -0.96655 -5.22220 -0.01 0.00 0.00 -0.06
C -0.31079 -1.28691 -3.86816 0.12 -0.05 -0.02 -0.13
C -1.19341 -2.27291 -3.43580 0.00 -0.01 0.01 -0.06
C 0.55749 -0.54606 -2.92037 -0.25 0.07 0.25 -0.52
O 1.21292 0.42337 -3.24163 -0.03 -0.49 -0.06 0.06
O 0.52388 -1.01201 -1.67593 -0.22 -0.03 -0.16 -0.34
H -2.53191 -2.95297 -6.45927 0.00 0.00 0.00 0.12
H 0.40092 -0.20613 -5.58365 0.00 0.00 -0.01 0.13
H -1.25813 -2.55474 -2.39277 0.01 0.00 0.00 0.10
```
Forces are in eV/Å.

no.,E_tot (eV)
1,-88489.509
2,-191888.550